{"formula": "C28H74N6O8", "method": "wB97M-V/def2-TZVPD", "fmax_ha_per_bohr": 0.0668, "e_lumo_ev": 0.5, "homo_ev": -8.37, "multiplicity": 1, "e_tot_ev": -55545.637, "gap_ev": 8.84, "charge": 0, "de_lowest_kj_mol": 484.0, "symbols": ["O", "O", "O", "O", "O", "O", "O", "O", "N", "N", "N", "N", "N", "N", "C", "C", "C", "C", "C", "C", "C", "C", "C", "C", "C", "C", "C", "C", "C", "C", "C", "C", "C", "C", "C", "C", "C", "C", "C", "C", "C", "C", "H", "H", "H", "H", "H", "H", "H", "H", "H", "H", "H", "H", "H", "H", "H", "H", "H", "H", "H", "H", "H", "H", "H", "H", "H", "H", "H", "H", "H", "H", "H", "H", "H", "H", "H", "H", "H", "H", "H", "H", "H", "H", "H", "H", "H", "H", "H", "H", "H", "H", "H", "H", "H", "H", "H", "H", "H", "H", "H", "H", "H", "H", "H", "H", "H", "H", "H", "H", "H", "H", "H", "H", "H", "H"], "coordinates": [[24.8709, -2.0409, 7.5030], [15.3405, 2.5339, 12.9035], [23.6456, -10.2124, 22.2703], [27.4474, -15.1564, 24.3363], [15.5135, 7.0408, 13.6740], [24.2159, -3.5994, -0.8422], [11.0391, -8.4988, 7.8656], [18.7418, -4.4680, 12.4361], [9.8107, -6.2804, 9.0102], [21.6066, -2.4726, -1.1059], [24.1707, -13.4290, 24.0650], [17.8968, -3.9532, 9.6723], [17.2808, 4.8073, 12.9092], [26.4282, -4.6443, 5.4354], [11.0602, -7.2168, 7.1770], [19.6274, -3.9047, 13.4116], [20.7956, -3.9908, 0.5174], [23.0582, -4.2960, -0.3588], [26.3370, -3.7015, 6.6048], [25.1686, -14.1502, 24.8007], [22.0284, -3.3415, 0.0283], [27.7101, -3.1200, 6.6830], [25.2336, -4.5369, -1.1793], [22.7385, -9.7912, 21.2391], [25.2273, -2.7107, 6.3400], [27.7317, -15.3449, 22.9220], [19.2821, -5.1254, 11.3204], [17.5090, 5.5939, 14.1314], [9.8241, -6.3515, 7.5445], [12.3151, -9.1775, 7.8144], [16.3128, 2.7596, 13.8904], [14.8580, 8.1310, 14.1743], [23.3504, -11.4782, 22.8636], [24.3220, -11.9984, 24.0413], [14.0522, 2.2326, 13.3349], [26.6828, -13.9344, 24.6714], [16.1401, 6.2263, 14.6564], [17.4660, 3.3797, 13.0764], [23.8299, -1.1871, 7.2275], [18.8027, -6.1079, 8.8729], [9.7172, -4.8373, 7.1327], [18.2586, -5.2910, 10.1334], [22.4806, -2.7523, 0.8260], [24.9577, -5.1487, -2.0382], [13.9249, 1.1518, 13.2736], [10.2505, -4.1506, 7.7900], [20.9635, -4.5874, 1.4140], [18.7437, -7.1962, 8.8900], [21.1486, -3.0988, -1.7526], [19.1963, -3.9181, 14.4127], [22.3092, -11.6304, 23.1479], [9.7457, -4.6695, 6.0560], [26.1918, -4.2101, -1.5833], [8.9161, -6.8964, 7.2859], [12.1855, -10.2473, 7.9787], [20.1735, -3.0118, 13.1074], [20.3274, -4.9328, 11.0788], [22.9753, -1.5179, 6.6372], [8.7425, -4.4076, 7.3638], [12.9612, -8.8962, 8.6460], [26.8143, -13.1621, 23.9135], [25.3435, -11.7316, 23.7702], [18.1747, 6.3976, 13.8168], [16.7911, 1.8580, 14.2733], [25.6242, -5.2544, 5.3989], [20.1562, -4.3717, -0.2790], [17.4765, 2.9686, 12.0670], [25.0063, -13.9542, 25.8606], [27.9466, -2.8110, 5.6649], [22.4703, -2.2792, -1.5924], [15.4449, 5.4935, 15.0660], [23.5653, -12.1930, 22.0692], [13.8392, 2.4721, 14.3767], [16.3643, 5.0080, 12.5352], [27.6801, -2.1464, 7.1722], [23.1873, -13.6399, 23.9732], [25.9984, -4.3055, 7.4466], [23.4414, -0.8493, 8.1883], [26.9969, -13.4887, 25.6151], [10.7519, -6.0663, 9.3076], [18.5057, 3.0915, 13.2316], [11.9745, -6.6370, 7.3034], [18.7783, -3.4718, 9.7789], [24.3671, -0.4165, 6.6745], [20.1831, -3.2594, 1.0446], [12.8249, -9.1570, 6.8512], [28.7376, -15.0033, 22.6779], [17.9635, 5.1116, 14.9968], [28.5197, -3.8078, 6.9272], [24.9934, -15.2257, 24.8258], [21.6987, -9.9528, 21.5235], [16.1249, 3.5267, 14.6416], [23.3217, -4.9840, 0.4446], [14.2846, 7.8680, 15.0632], [20.4259, -4.6420, 13.4950], [9.6908, -7.2424, 9.2938], [22.9290, -8.7632, 20.9309], [24.3618, -3.2450, 5.9481], [25.4196, -5.1509, -0.2981], [19.8821, -6.0561, 8.7308], [19.3955, -6.1614, 11.6397], [18.3032, -5.7202, 7.9850], [22.6480, -4.9469, -1.1309], [22.9398, -10.4104, 20.3649], [15.4975, 8.9772, 14.4254], [10.9321, -7.3399, 6.1015], [17.3644, -5.8780, 10.3432], [17.4266, -3.5646, 10.4773], [25.4263, -2.0560, 5.4916], [27.7882, -16.4320, 22.8667], [24.0372, -11.4555, 24.9425], [14.1479, 8.4402, 13.4074], [27.0119, -14.9866, 22.1860], [13.3477, 2.8691, 12.7995], [27.1186, -5.3667, 5.5821], [16.4060, 6.7920, 15.5494]], "atomic_forces_ev_per_a": [[0.4, -1.8, 0.5], [0.1, 0.6, 0.5], [-0.4, 0.8, 1.1], [-1.1, 2.0, -0.4], [1.4, -1.7, -0.3], [0.4, -0.3, -0.2], [1.0, 0.8, -0.8], [-0.9, 1.8, 0.2], [-0.6, -0.5, 0.4], [0.9, -0.3, 0.5], [0.8, 1.3, -1.7], [-0.1, 0.0, 0.5], [1.1, -0.2, 0.8], [-0.7, -0.1, -0.1], [-1.1, 0.4, -1.3], [1.1, -2.1, -0.9], [-1.2, 0.4, 1.9], [1.3, -1.2, -1.0], [-0.1, -1.9, -1.1], [-1.0, -1.5, 2.5], [-0.6, 1.6, -0.2], [0.1, 1.4, -0.6], [-0.2, -0.7, -0.2], [0.6, -1.2, 0.2], [0.0, -0.8, -0.8], [0.4, -1.0, 1.2], [-0.7, -3.4, 0.2], [-2.3, 1.3, -0.7], [0.4, 0.9, 1.9], [-0.6, -0.5, 0.3], [2.8, 0.0, -1.4], [-1.2, 0.8, 0.3], [1.6, -0.9, -0.7], [-1.2, 1.5, -1.8], [-0.5, -0.1, 0.8], [0.0, -0.2, -1.7], [1.7, 0.1, 0.1], [-0.2, 0.3, -1.6], [0.1, 1.9, 0.4], [0.9, 0.3, 0.8], [-0.7, -0.8, -0.5], [1.4, -0.3, -1.3], [-0.2, 0.5, 0.0], [-0.8, -0.5, 0.2], [-0.6, 0.0, -0.4], [1.2, -0.4, -0.5], [0.2, -1.2, -0.6], [-0.9, -0.1, 0.5], [-0.5, -0.1, -0.2], [-0.5, 0.6, -0.4], [-0.3, 0.5, 0.2], [0.9, 0.2, 0.0], [-0.1, 1.4, 0.7], [0.0, 0.1, -0.4], [-0.7, 0.0, 0.1], [-0.7, 0.5, 0.0], [-0.1, 1.2, -0.6], [0.2, -0.8, -0.2], [-0.7, -0.9, 0.2], [0.2, 0.6, -0.2], [0.5, -0.1, -0.2], [-0.1, 0.1, 0.0], [0.0, 0.4, 0.5], [-0.9, -0.5, 0.7], [-0.8, 0.3, -0.1], [0.3, -0.7, 0.2], [-0.9, -0.3, -0.3], [-0.2, 0.3, 0.6], [0.0, -0.1, -0.3], [0.3, 0.6, -0.2], [-0.2, -0.5, -0.5], [-0.3, -0.5, -0.1], [0.5, 0.2, 0.4], [0.0, 0.0, -0.1], [0.5, -0.4, 0.9], [0.5, -1.1, 0.6], [0.4, 0.4, 0.6], [0.1, 0.4, -0.1], [0.6, -0.6, -0.1], [0.2, 0.3, 0.2], [0.1, 0.4, 1.5], [0.2, -0.2, 0.5], [0.3, 0.6, -0.7], [-0.9, 1.0, -0.1], [-0.2, 0.7, -0.6], [-0.1, 0.7, -0.1], [0.0, 0.5, 0.0], [0.0, -0.6, -0.3], [-0.2, 0.2, 0.7], [-0.1, -0.1, -0.8], [-0.1, 0.2, 0.1], [-0.8, -0.5, 0.3], [0.2, 0.1, 0.4], [-0.2, 0.0, 0.2], [0.5, -0.2, 0.3], [-0.1, -0.2, 0.5], [0.1, 0.0, 0.5], [-0.3, -0.5, 0.2], [0.2, -0.3, -0.1], [0.2, 0.9, -0.1], [0.2, -0.6, 0.3], [0.0, -0.1, 0.1], [0.1, -0.2, -0.5], [-0.2, -0.1, -0.3], [0.3, 0.0, 0.0], [0.5, -0.6, -0.4], [-0.1, 0.4, 1.0], [-0.7, 0.4, 0.1], [0.7, 0.6, 0.0], [-0.1, 0.0, -0.4], [0.1, -0.1, 0.5], [0.0, 0.2, 0.0], [-0.3, 0.3, 0.4], [-0.2, -0.6, -0.5], [0.8, 0.4, 0.3], [0.1, 0.6, 0.0]]}